Record 1
A cluster of 2 separate species, C3H10NOSSi in total in a non-equilibrium geometry, computed with ωB97M-V with the def2-TZVPD basis set.

Structure (XYZ):
```
17
Properties=species:S:1:pos:R:3:forces:R:3:lowdin_charge:R:1
C -2.23956 0.65462 1.04413 1.173 -0.115 0.095 -0.12
C -1.33639 -0.59191 0.69239 -0.973 2.954 1.242 -0.08
C -1.49412 1.39476 -0.03183 1.453 1.709 -2.140 -0.39
N -0.63954 0.24230 -0.37069 -0.088 -2.241 1.773 -0.35
O 1.79675 0.02917 -1.19955 0.705 -0.566 -0.454 -0.37
Si 3.00360 -0.81799 -0.27991 -1.384 0.283 -0.717 0.66
S -1.72324 0.60574 -1.67818 0.064 0.408 0.281 1.03
H -3.25647 0.40925 1.00672 -1.617 0.376 -0.734 0.10
H -2.08137 1.16227 1.98363 0.411 -0.361 0.545 0.12
H -0.81103 -0.71809 1.62469 1.062 -0.937 -0.430 0.13
H -1.86469 -1.36509 0.23742 -0.511 -1.662 -0.239 0.10
H -0.95079 2.40991 -0.11296 -1.446 -1.570 0.601 0.17
H 0.37678 -0.06033 -0.46231 0.022 1.706 -1.086 0.08
H 1.76949 -0.21970 -2.14797 0.127 0.350 0.809 0.08
H 3.31866 -1.92150 -1.18179 0.593 -0.142 0.047 -0.05
H 4.05257 0.14176 0.12445 -0.122 -0.346 0.042 -0.05
H 2.07937 -1.35516 0.75178 0.531 0.153 0.366 -0.06
```
Positions in Å, forces in eV/Å.

Values from the calculation:
* relative energy (zero: lowest compared OMol25 entry of this formula, charge and spin): 17.9 kJ/mol
* net charge: +1
* spin multiplicity: 1
* E_tot: -25514.5088 eV

Record 2
The ion C3H10NOSi2 with charge +1 in a non-equilibrium geometry, computed with ωB97M-V with the def2-TZVPD basis set.

Structure (XYZ):
```
17
Properties=species:S:1:pos:R:3:forces:R:3:lowdin_charge:R:1
C -2.09222 1.35760 0.21543 -2.675 1.167 0.791 -0.30
C 2.25311 -0.37430 -0.23558 0.578 -1.186 -1.115 -0.20
C -0.09738 -1.27545 0.43001 0.195 1.831 -2.908 -0.25
N 0.76160 -0.31473 -0.46057 -1.272 0.009 -0.421 -0.30
O -3.13318 2.03803 0.22197 2.219 -2.672 -0.391 -0.01
Si 1.57129 1.29950 -0.01393 -1.597 -2.828 4.488 0.88
Si -1.86247 -0.65968 0.04692 -0.656 0.624 1.828 0.79
H 2.45981 -1.17780 0.47163 0.019 0.669 0.454 0.10
H 2.84561 -0.64529 -1.12296 -0.372 0.511 0.042 0.10
H 0.16264 -2.25007 -0.04431 -0.419 0.362 1.266 0.12
H 0.11402 -1.02988 1.42826 0.864 -0.501 1.430 0.06
H -1.21861 1.96636 0.42757 0.982 0.077 -0.133 0.01
H 0.28416 -0.28590 -1.37393 1.203 -0.549 -0.079 0.12
H 1.80270 2.33280 -0.85118 0.242 1.994 -1.988 -0.05
H 0.74813 1.41379 1.29492 1.293 0.518 -0.924 0.02
H -2.73136 -1.51155 0.88745 -0.196 0.326 -0.244 -0.02
H -1.86785 -0.88344 -1.32170 -0.406 -0.353 -2.096 -0.05
```
Positions in Å, forces in eV/Å.

Values from the calculation:
* relative energy (zero: lowest compared OMol25 entry of this formula, charge and spin): 102.1 kJ/mol
* SMILES string: O=C[SiH2]C[N@@H+]1C[SiH2]1
* net charge: +1
* spin multiplicity: 1
* E_tot: -22555.3678 eV

Record 3
A cluster of 2 separate species, C3H10NP in total in a non-equilibrium geometry, computed with ωB97M-V with the def2-TZVPD basis set.

Structure (XYZ):
```
15
Properties=species:S:1:pos:R:3:forces:R:3:lowdin_charge:R:1
C 2.35249 -1.61850 0.06408 1.699 -1.761 1.782 -0.09
C -1.89066 0.14638 1.42018 1.189 0.960 -3.363 -0.29
C 2.53902 -0.42425 -0.36131 -1.258 2.458 -0.622 -0.10
N -1.01321 1.45345 -1.12937 1.674 0.461 -1.027 -0.34
P -1.57851 -0.03445 -0.55259 -0.633 -0.129 0.906 0.71
H 1.90094 -2.43760 -0.40600 -0.812 -0.806 -0.733 0.04
H -1.34891 2.40182 -1.24307 -0.782 -0.437 0.627 0.03
H 2.94833 -1.80143 0.94823 -0.393 -0.746 0.413 0.05
H -0.86527 0.22589 1.77877 -0.181 -0.597 0.432 0.00
H -2.51196 -0.67592 1.72198 -0.053 -0.155 0.441 0.00
H -2.30002 1.13638 1.48032 -0.735 0.257 0.571 -0.01
H 2.96162 0.25982 0.35346 0.501 0.507 -0.395 0.05
H 1.98740 -0.05601 -1.20827 0.244 0.359 -0.428 0.03
H -0.25974 1.36441 -1.82580 -0.492 -0.247 0.833 0.01
H -2.92152 0.06002 -1.04062 0.030 -0.123 0.563 -0.10
```
Positions in Å, forces in eV/Å.

Values from the calculation:
* relative energy (zero: lowest compared OMol25 entry of this formula, charge and spin): 199.2 kJ/mol
* SMILES string: C=C.CPN
* spin multiplicity: 1
* E_tot: -14050.1646 eV

Record 4
A cluster of 2 separate species, C3H10NP in total in a non-equilibrium geometry, computed with ωB97M-V with the def2-TZVPD basis set.

Structure (XYZ):
```
15
Properties=species:S:1:pos:R:3:forces:R:3:lowdin_charge:R:1
C 1.47534 0.62538 0.78487 2.243 0.474 -0.777 -0.12
C 1.11859 -1.70683 -0.09740 -0.534 1.867 -2.046 0.00
C 1.12032 -0.39144 -0.24803 0.031 -0.441 2.096 -0.30
N -1.42597 1.09702 -1.44747 -0.202 0.461 0.416 -0.35
P -1.91941 0.55082 -0.07684 -1.824 -0.386 0.850 0.61
H 0.66067 0.82099 1.46887 -0.264 0.155 0.057 0.04
H 2.32585 0.22206 1.37208 -0.333 0.628 -0.040 0.08
H 1.76946 1.58121 0.22007 -0.334 -1.184 1.248 0.10
H -1.67584 1.51864 0.94247 0.080 -0.619 -0.400 -0.02
H 0.65347 -2.31241 -0.82072 -0.415 -0.705 -0.996 0.04
H 1.72208 -2.18964 0.55142 1.468 -1.418 2.678 0.02
H 0.66137 0.09717 -1.02169 -1.328 0.436 -2.234 0.02
H -1.69946 0.54234 -2.23399 -0.044 -0.275 -0.549 -0.04
H -3.38279 0.24953 0.23025 1.554 0.451 -0.489 -0.03
H -1.40366 -0.70484 0.37612 -0.096 0.557 0.186 -0.04
```
Positions in Å, forces in eV/Å.

Values from the calculation:
* relative energy (zero: lowest compared OMol25 entry of this formula, charge and spin): 304.9 kJ/mol
* SMILES string: N=[PH3].C=CC
* spin multiplicity: 1
* E_tot: -14049.0694 eV

Record 5
A cluster of 3 separate species, C3H10NPS2 in total in a non-equilibrium geometry, computed with ωB97M-V with the def2-TZVPD basis set.

Structure (XYZ):
```
17
Properties=species:S:1:pos:R:3:forces:R:3:lowdin_charge:R:1
C -0.79715 -2.53456 0.57829 0.313 0.083 3.403 -0.09
C 2.25883 1.03979 -0.63138 1.313 -0.932 -0.896 -0.53
C 0.41408 -2.94826 0.33559 0.105 -0.392 -0.353 -0.10
N -2.72525 2.37128 -0.88412 0.076 -0.521 -0.253 0.00
P 0.05896 1.03109 1.73871 0.504 -0.228 -1.034 0.07
S 1.42675 -0.16082 2.33132 0.032 0.183 0.383 0.06
S 0.49126 1.45498 -0.31907 0.787 -0.202 0.399 0.34
H -1.07904 -2.38200 1.66245 -0.126 -0.525 -1.412 0.07
H -2.41757 2.68654 -1.80056 -0.150 0.074 0.407 0.01
H -1.47376 -2.33078 -0.16026 -1.608 1.025 -1.707 0.02
H 2.63796 -0.02387 -0.56055 -1.189 0.840 0.718 0.04
H 3.00520 1.65744 -0.07649 -0.941 -0.241 -0.327 0.04
H 2.43422 1.15658 -1.73000 -0.444 0.624 0.779 0.03
H 0.84023 -2.96127 -0.63017 0.214 -0.279 -1.089 0.04
H 0.98089 -3.39218 1.09850 1.062 0.026 1.087 0.03
H -3.72719 2.41108 -0.80313 -0.179 0.088 -0.170 0.00
H -2.32841 2.92497 -0.14911 0.231 0.375 0.065 -0.02
```
Positions in Å, forces in eV/Å.

Values from the calculation:
* relative energy (zero: lowest compared OMol25 entry of this formula, charge and spin): 191.2 kJ/mol
* SMILES string: CSP=S.C=C.N
* spin multiplicity: 1
* E_tot: -35721.4669 eV

Record 6
A structure of composition C3H10NS in a non-equilibrium geometry, computed with ωB97M-V with the def2-TZVPD basis set.

Structure (XYZ):
```
15
Properties=species:S:1:pos:R:3:forces:R:3:lowdin_charge:R:1
C 1.41623 0.29552 -0.63372 1.363 -1.065 -0.956 -0.43
N 2.11010 1.48848 -0.80414 -1.373 -0.258 1.658 0.05
H 1.00700 0.00838 -1.59732 -0.232 -0.244 0.022 0.06
H 2.04898 -0.49156 -0.21246 -0.261 0.238 -0.080 0.10
H 1.47538 2.26316 -0.98530 0.483 0.154 -0.298 0.11
H 2.72410 1.67342 -0.01858 0.035 0.367 -0.164 0.11
C -1.12629 -1.48291 -1.09860 1.111 1.288 2.984 -0.09
S -0.39918 0.07080 0.18891 -2.554 -0.799 -1.002 0.87
C -1.56497 -0.38012 2.07621 2.195 0.605 -3.073 0.03
H -0.68413 -2.22187 -0.44867 -0.060 -0.709 -0.471 0.02
H -0.67922 -1.43899 -2.07788 -0.059 0.407 -0.136 0.04
H -2.20644 -1.48262 -0.98980 0.107 0.389 -0.312 0.04
H -2.32414 0.32007 1.76584 -0.212 0.118 0.529 0.03
H -1.74804 -1.41697 1.85243 -0.042 -0.273 0.586 0.03
H -0.73907 -0.06089 2.69447 -0.500 -0.220 0.712 0.03
```
Positions in Å, forces in eV/Å.

Values from the calculation:
* relative energy (zero: lowest compared OMol25 entry of this formula, charge and spin): 340.9 kJ/mol
* net charge: +1
* spin multiplicity: 1
* E_tot: -15588.5687 eV

Record 7
A cluster of 2 separate species, C3H10NS in total in a non-equilibrium geometry, computed with ωB97M-V with the def2-TZVPD basis set.

Structure (XYZ):
```
15
Properties=species:S:1:pos:R:3:forces:R:3:lowdin_charge:R:1
C 1.92496 -1.05529 -0.93640 -0.716 0.090 1.040 0.15
N 2.48147 -0.14217 -0.23773 1.001 -0.218 -0.552 0.20
H 1.67430 -1.99462 -0.45452 -0.276 0.093 -0.020 0.13
H 1.53503 -0.81477 -1.91999 0.871 -0.297 -0.405 0.13
H 2.97713 0.60338 -0.71855 -0.631 0.612 0.070 0.17
H 2.60261 -0.15777 0.77260 0.267 -0.581 -0.088 0.17
C -0.64319 0.85195 -1.01932 -0.718 0.093 0.939 -0.41
S -1.63649 0.62723 0.50902 0.610 -0.292 -0.100 0.77
C -0.76099 -0.82938 1.18385 -0.325 0.635 -0.376 -0.42
H -1.00724 0.16086 -1.77964 0.059 0.304 -0.231 0.05
H 0.39918 0.68243 -0.80364 -0.057 0.203 0.056 -0.04
H -0.75720 1.90982 -1.24735 -0.090 -0.175 -0.547 0.04
H -1.40757 -1.26166 1.94072 0.020 -0.237 -0.062 0.04
H -0.58962 -1.52169 0.35434 -0.089 -0.208 0.286 0.02
H 0.17295 -0.53634 1.66444 0.075 -0.021 -0.009 0.02
```
Positions in Å, forces in eV/Å.

Values from the calculation:
* relative energy (zero: lowest compared OMol25 entry of this formula, charge and spin): 209.4 kJ/mol
* net charge: +1
* spin multiplicity: 1
* E_tot: -15589.9318 eV

Record 8
A cluster of 3 separate species, C3H10NS2 in total in a non-equilibrium geometry, computed with ωB97M-V with the def2-TZVPD basis set.

Structure (XYZ):
```
16
Properties=species:S:1:pos:R:3:forces:R:3:lowdin_charge:R:1
N -1.58909 -0.17749 -0.29979 -0.402 0.441 0.766 0.06
C -0.20384 -0.13071 -0.57783 -0.094 -0.903 -0.043 -0.49
C 0.74209 0.55587 0.42142 -0.333 -0.073 -0.330 -0.08
C 0.12207 0.40494 -2.05775 1.452 0.254 -0.991 -0.44
S 1.92496 0.22112 -2.28562 -2.364 -0.168 0.431 1.00
S -1.10157 -0.38008 2.62784 0.351 0.213 -0.015 0.45
H -2.31579 0.53234 -0.33972 0.906 0.906 -0.794 0.12
H -2.53168 -2.27691 7.00912 0.014 -0.044 0.009 0.01
H -1.68199 -0.48661 0.68842 -0.225 -1.212 -0.254 -0.10
H -0.00821 -1.22276 -0.60415 0.725 0.524 0.200 0.15
H 1.68268 -0.00008 0.49911 -0.073 -0.454 0.020 0.11
H 1.04477 1.57263 0.19023 -0.584 0.372 0.108 0.10
H 0.22063 0.52197 1.40676 0.294 0.238 0.519 -0.08
H -0.47413 -0.23962 -2.71445 0.438 -0.028 0.006 0.10
H -0.12448 1.46280 -2.18275 -0.091 -0.116 0.382 0.09
H -2.65615 -1.64103 6.65125 -0.014 0.049 -0.014 0.00
```
Positions in Å, forces in eV/Å.

Values from the calculation:
* relative energy (zero: lowest compared OMol25 entry of this formula, charge and spin): 994.7 kJ/mol
* net charge: +1
* spin multiplicity: 1
* E_tot: -26417.2405 eV

Record 9
A cluster of 2 separate species, C3H10O in total, computed with ωB97M-V with the def2-TZVPD basis set.

Structure (XYZ):
```
14
Properties=species:S:1:pos:R:3:forces:R:3:lowdin_charge:R:1
C 0.32231 2.27235 0.54073 0.093 0.496 0.370 -0.17
O 1.66584 2.73050 0.57006 0.185 0.019 -0.439 -0.12
H 1.99738 2.74565 -0.33165 0.068 0.053 0.132 0.07
H -0.04194 2.04617 -0.46155 0.239 -0.750 0.118 0.08
H 0.23365 1.51800 1.31846 -0.210 -0.623 -0.516 0.08
H -0.33307 3.05796 0.85769 -0.381 0.810 0.336 0.06
C -0.46168 -1.29466 -0.87567 -0.414 -0.090 -0.484 -0.18
C -0.48747 -2.27973 0.27105 0.491 -0.078 0.341 -0.17
H 0.33993 -0.56100 -0.83113 0.020 0.012 0.216 0.05
H -0.37544 -1.79959 -1.83265 0.165 -0.212 -0.167 0.06
H -1.42066 -0.78479 -0.93635 -0.002 0.356 0.112 0.06
H 0.36245 -2.95659 0.25849 0.306 0.046 -0.058 0.06
H -1.34922 -2.93756 0.21993 -0.320 0.143 0.115 0.06
H -0.45210 -1.75672 1.23259 -0.241 -0.181 -0.077 0.06
```
Positions in Å, forces in eV/Å.

Values from the calculation:
* relative energy (zero: lowest compared OMol25 entry of this formula, charge and spin): 68.2 kJ/mol
* SMILES string: CC.CO
* spin multiplicity: 1
* E_tot: -5319.9062 eV

Record 10
A cluster of 2 separate species, C3H10O in total, computed with ωB97M-V with the def2-TZVPD basis set.

Structure (XYZ):
```
14
Properties=species:S:1:pos:R:3:forces:R:3:lowdin_charge:R:1
C 1.10076 -0.80308 -0.37788 -0.245 -0.291 0.470 -0.12
C 2.22121 0.02438 0.24578 0.492 0.326 0.420 -0.33
C 3.55914 -0.09906 -0.48998 -0.687 -0.082 0.083 -0.13
H 0.45323 -0.16717 -0.98038 0.097 -0.175 -0.291 0.07
H 0.45122 -1.24876 0.38300 0.077 0.114 -0.014 0.07
H 1.48116 -1.64622 -0.96668 -0.030 0.277 -0.061 0.07
H 2.39384 -0.17324 1.31050 -0.167 -0.505 -0.159 0.10
H 1.91997 1.06913 0.27271 -0.039 0.230 -0.214 0.09
H 4.34477 0.45600 0.01186 0.174 -0.039 0.037 0.06
H 3.82386 -1.14845 -0.59684 0.247 -0.095 0.177 0.07
H 3.44796 0.28256 -1.49281 0.080 0.240 -0.449 0.06
H -6.46852 0.95502 1.31790 -0.256 -0.141 -0.130 0.03
H -6.32193 0.42517 -0.14590 -0.296 -0.055 0.123 0.03
O -5.87070 0.86855 0.57362 0.553 0.196 0.007 -0.06
```
Positions in Å, forces in eV/Å.

Values from the calculation:
* relative energy (zero: lowest compared OMol25 entry of this formula, charge and spin): 13.1 kJ/mol
* SMILES string: CCC.O
* spin multiplicity: 1
* E_tot: -5320.4768 eV

Record 11
A cluster of 2 separate species, C3H10O in total in a non-equilibrium geometry, computed with ωB97M-V with the def2-TZVPD basis set.

Structure (XYZ):
```
14
Properties=species:S:1:pos:R:3:forces:R:3:lowdin_charge:R:1
C -0.65039 0.55859 0.11410 -0.458 0.090 -0.360 -0.15
C -1.42309 -0.67476 2.29130 0.663 0.004 -0.803 -0.12
C -0.44443 -0.61292 1.05324 0.091 -0.127 1.000 -0.33
H 0.15327 0.56211 -0.64136 -0.378 0.129 0.191 0.07
H -0.63542 1.52355 0.64818 0.000 -0.350 -0.191 0.07
H -1.61925 0.45789 -0.40338 0.324 0.238 0.071 0.07
H -1.05632 -1.43218 3.00433 -0.242 0.301 -0.233 0.06
H -2.45123 -0.94078 1.99335 0.396 0.133 0.062 0.07
H -1.44605 0.30425 2.79885 -0.008 -0.370 -0.158 0.07
H 0.58876 -0.49092 1.43151 -0.403 -0.411 0.049 0.09
H -0.48271 -1.55768 0.47756 0.016 0.362 0.371 0.10
O 2.90970 1.07929 -4.31347 0.757 -0.962 0.180 -0.09
H 3.72038 0.85050 -4.82211 -0.873 0.215 0.576 0.05
H 2.83682 0.37308 -3.63214 0.114 0.746 -0.754 0.04
```
Positions in Å, forces in eV/Å.

Values from the calculation:
* relative energy (zero: lowest compared OMol25 entry of this formula, charge and spin): 9.9 kJ/mol
* SMILES string: CCC.O
* spin multiplicity: 1
* E_tot: -5320.5108 eV

Record 12
A cluster of 2 separate species, C3H10O in total in a non-equilibrium geometry, computed with ωB97M-V with the def2-TZVPD basis set.

Structure (XYZ):
```
14
Properties=species:S:1:pos:R:3:forces:R:3:lowdin_charge:R:1
C -2.52477 0.71193 0.69170 -0.368 0.631 0.352 -0.17
C -1.60959 0.90126 1.89673 1.262 1.156 -1.068 -0.18
H -2.38095 1.50827 -0.04174 0.210 0.262 0.228 0.06
H -2.29846 -0.17431 0.11693 -0.394 -0.598 0.200 0.05
H -3.56363 0.83917 1.00809 -0.071 -0.732 -0.310 0.06
H -0.63939 1.20173 1.45375 0.018 -0.574 0.575 0.06
H -1.46987 0.11115 2.62570 -0.200 -0.391 -0.289 0.06
H -1.86873 1.79573 2.44271 -0.447 0.241 0.304 0.05
C 1.79053 -1.38824 -1.00652 1.277 -1.558 -2.062 -0.15
O 2.42429 -0.21586 -1.59926 -2.019 0.089 1.493 -0.13
H 1.68282 0.39904 -1.53183 0.562 0.656 -0.457 0.06
H 2.59102 -1.88364 -0.46802 -0.108 -0.324 0.120 0.07
H 0.89035 -1.41289 -0.39133 0.078 1.346 0.201 0.07
H 1.50897 -1.98941 -1.89948 0.200 -0.204 0.713 0.08
```
Positions in Å, forces in eV/Å.

Values from the calculation:
* relative energy (zero: lowest compared OMol25 entry of this formula, charge and spin): 109.6 kJ/mol
* SMILES string: CC.CO
* spin multiplicity: 1
* E_tot: -5319.4769 eV